Below is a single C5H10 molecule at a distorted geometry, with properties calculated with wB97M-V/def2-TZVPD.

Results
SMILES string   C=CCCC
Spin multiplicity   1
HOMO-LUMO gap   10.89 eV

Element x y z (Å)
C  -1.33471  1.43866  -0.92031
H  1.74348  0.05529  2.03147
C  -1.00243  0.07623  -0.32664
H  -1.13996  1.38654  -1.99660
C  1.52524  -0.96553  1.74057
C  0.93158  -1.23269  0.59237
H  -2.39653  1.69921  -0.91236
H  1.87377  -1.72284  2.43219
H  0.94792  -2.24108  0.18263
H  1.08532  0.74502  -0.26603
H  -1.51389  -0.69864  -0.89666
H  -0.71776  2.26353  -0.56823
H  -1.28517  -0.01360  0.72235
C  0.53110  -0.18020  -0.41841
H  0.75202  -0.60989  -1.39636

Atomic partial charges in e from the natural (NBO) method, atoms 1 to 8: atom 1 (C): -0.609, atom 2 (H): 0.186, atom 3 (C): -0.389, atom 4 (H): 0.199, atom 5 (C): -0.401, atom 6 (C): -0.167, atom 7 (H): 0.211, atom 8 (H): 0.198

Below is a single C5H10 molecule, with properties calculated with wB97M-V/def2-TZVPD.

Results
SMILES string   C1CCCC1
Spin multiplicity   1
HOMO-LUMO gap   12.32 eV

Element x y z (Å)
C  -1.17050  0.55323  -0.06073
C  0.50866  -1.15729  -0.02076
H  1.79716  0.36235  0.87701
H  0.26642  1.54282  -1.42028
C  0.20750  1.23041  -0.36975
H  -1.70572  0.36816  -0.99986
H  -0.74933  -0.67810  1.69981
H  -1.84442  1.15705  0.56000
H  0.29766  -1.48317  -1.04825
H  -1.55306  -1.58776  0.41650
H  0.36752  2.13947  0.22144
C  1.29340  0.15879  -0.07685
H  2.07794  0.12429  -0.84269
H  1.00804  -1.98319  0.49513
C  -0.82897  -0.78996  0.60939

Atomic partial charges in e from the natural (NBO) method, atoms 1 to 8: atom 1 (C): -0.409, atom 2 (C): -0.399, atom 3 (H): 0.197, atom 4 (H): 0.204, atom 5 (C): -0.411, atom 6 (H): 0.199, atom 7 (H): 0.194, atom 8 (H): 0.209

Below is a single C5H10 molecule at a distorted geometry, with properties calculated with wB97M-V/def2-TZVPD.

Results
SMILES string   CC=C(C)C
Spin multiplicity   1
HOMO-LUMO gap   9.99 eV

Element x y z (Å)
H  -1.89972  0.84860  -1.40728
H  1.22526  -1.10184  -0.90730
H  -1.91024  1.89224  -0.11929
H  -0.31019  -0.87492  -2.12746
C  0.81443  -1.17919  1.59148
C  -0.03253  0.07677  1.01749
H  0.34807  -1.99208  1.07984
C  -0.17159  0.29222  -0.29728
H  -0.48040  0.69425  1.75346
H  -0.70319  2.24123  -1.17544
H  1.93664  -1.13507  1.48884
C  -1.16205  1.32426  -0.72095
H  1.11323  0.11754  -2.19578
C  0.57114  -0.40193  -1.42598
H  0.56416  -1.36275  2.62189

Atomic partial charges in e from the natural (NBO) method, atoms 1 to 8: atom 1 (H): 0.210, atom 2 (H): 0.224, atom 3 (H): 0.228, atom 4 (H): 0.207, atom 5 (C): -0.663, atom 6 (C): -0.176, atom 7 (H): 0.214, atom 8 (C): -0.011

Below is a molecular structure, C5H10AlO3 at a distorted geometry, with properties calculated with wB97M-V/def2-TZVPD.

Results
Spin multiplicity   2
HOMO-LUMO gap (spin up / spin down)   9.25 / 9.30 eV
Charge   +2

Element x y z (Å)
C  2.35064  -0.78133  -0.03189
H  -0.05752  -1.77344  -1.27795
C  3.13836  0.39904  0.02230
O  -1.26517  0.47292  -0.23415
O  2.60113  1.49344  -0.26901
C  -2.53097  1.11459  -0.08669
H  0.28172  -2.39961  0.37633
H  -2.81273  1.15526  0.97495
C  -1.22503  -0.84490  0.30444
H  -2.42740  2.12983  -0.48283
H  -2.10529  -1.41586  -0.02178
H  -3.29144  0.56423  -0.65647
H  -1.21897  -0.78699  1.40312
H  4.22133  0.31578  0.17914
H  0.10705  2.79031  0.30072
H  2.68965  -1.80179  0.14559
C  0.02473  -1.51486  -0.21583
O  1.05871  -0.51909  -0.10430
Al  0.46119  1.40247  -0.32568

Atomic partial charges in e from the natural (NBO) method, atoms 1 to 8: atom 1 (C): 0.208, atom 2 (H): 0.245, atom 3 (C): 0.308, atom 4 (O): -0.647, atom 5 (O): -0.594, atom 6 (C): -0.273, atom 7 (H): 0.264, atom 8 (H): 0.230

Below is a molecular structure, C5H10BrN at a distorted geometry, with properties calculated with wB97M-V/def2-TZVPD.

Results
Spin multiplicity   1
HOMO-LUMO gap   9.66 eV

Element x y z (Å)
H  -0.64054  -1.75623  -1.24558
H  -0.12567  1.16659  -0.38577
C  -1.81234  0.35402  0.41742
C  2.09995  0.73293  0.09801
H  2.00236  1.57894  0.76436
C  -0.49312  0.18287  -0.14818
N  0.77195  -0.78588  1.85106
H  0.52760  -0.52968  -1.93159
H  1.85145  0.88253  -0.94306
H  -2.49619  -0.50178  0.07764
C  -0.42073  -0.69931  -1.45247
H  -2.28270  1.24441  0.20208
H  -0.11725  -1.28165  2.25352
Br  3.70191  -0.34941  0.26986
H  -1.89010  0.28121  1.58143
H  -1.23661  -0.27201  -2.15476
C  0.56005  -0.24757  0.74603

Atomic partial charges in e from the natural (NBO) method, atoms 1 to 8: atom 1 (H): 0.219, atom 2 (H): 0.223, atom 3 (C): -0.601, atom 4 (C): -0.531, atom 5 (H): 0.217, atom 6 (C): -0.365, atom 7 (N): -0.634, atom 8 (H): 0.217

Below is 3 unconnected molecules or ions with the total composition C5H10BrN at a distorted geometry, with properties calculated with wB97M-V/def2-TZVPD.

Results
Spin multiplicity   3
HOMO-LUMO gap (spin up / spin down)   5.54 / 9.66 eV

Element x y z (Å)
N  0.58253  0.76475  0.70573
H  -1.95848  -2.77469  0.00588
C  -0.33577  0.19859  0.26185
C  0.82444  -1.98491  -1.77553
H  2.16899  0.61094  2.04812
H  -2.03080  -3.37584  -1.65995
H  1.81536  -1.97777  -1.56594
C  -0.03021  -2.74486  -1.04963
H  -0.39843  5.87859  3.74524
H  0.37959  -1.26238  -2.44468
H  1.68745  2.26282  1.54966
Br  -0.45648  4.55729  4.19340
C  1.79322  1.23158  1.19597
C  -1.50026  -2.61584  -1.09637
H  2.64075  1.17615  0.32740
H  0.49321  -3.48284  -0.30227
H  -1.70901  -1.58830  -1.38913

Atomic partial charges in e from the natural (NBO) method, atoms 1 to 8: atom 1 (N): -0.527, atom 2 (H): 0.217, atom 3 (C): 0.288, atom 4 (C): -0.318, atom 5 (H): 0.228, atom 6 (H): 0.221, atom 7 (H): 0.158, atom 8 (C): -0.138

What did we get for DFT total energy? Answer: -196.47202 -196.50676 -196.44238 -663.97105 -2825.18911 -2825.01802 Eh, in the order shown.